[1]
C25H35N2O3 | ωB97M-V/def2-TZVPD

Last column: natural (NBO) charge in e.
Positions of all 65 atoms, in Å:
O 4.22474 0.66236 1.48229  -0.474
O -4.81017 -1.24169 -0.87202  -0.533
O -0.68467 2.12474 -0.10760  -0.501
N -6.13729 0.72607 0.21148  -0.387
N 6.50628 0.23177 -0.36375  -0.463
C 0.79446 0.29675 0.52844  -0.080
C -0.81473 -1.37637 0.33032  -0.020
C 7.87141 0.65591 -0.10269  -0.210
C 2.01951 0.85689 0.79182  -0.200
C 3.07178 0.02516 1.22356  0.329
C -2.74219 -0.12002 -0.45491  -0.248
C 0.56819 -1.08936 0.68403  -0.018
C -6.19008 -0.54619 0.97534  -0.254
C -1.54910 -2.54909 0.31088  -0.193
C -1.42673 -0.16974 -0.05486  -0.059
C -7.46767 1.19961 -0.24699  -0.216
C -2.88274 -2.50333 -0.07557  -0.230
C -0.45481 0.95206 0.07747  0.523
C 5.39698 -0.05766 1.80531  -0.071
C -5.78756 -1.70508 0.03003  -0.079
C -5.38733 1.79240 0.93364  -0.216
C 8.17447 2.02418 -0.70301  -0.616
C 6.18929 -0.04730 -1.74988  -0.205
C -8.15985 0.22436 -1.18324  -0.635
C -5.06349 2.99338 0.05851  -0.639
C 6.87685 -1.27446 -2.36029  -0.637
C -3.47528 -1.30421 -0.44836  0.245
C 1.59738 -1.90235 1.10968  -0.180
C 6.01762 -0.75000 0.57781  -0.244
C 2.84246 -1.34408 1.37467  -0.289
H -3.16968 0.81187 -0.79208  0.217
H -4.45063 1.35360 1.28417  0.234
H 9.11746 2.39393 -0.30883  0.216
H -5.97770 2.09628 1.80072  0.225
H 7.95530 -1.14280 -2.38532  0.206
H 2.19772 1.91382 0.67557  0.243
H 1.45171 -2.96406 1.23915  0.217
H 6.08072 0.70460 2.18328  0.206
H -5.92163 3.63927 -0.10221  0.224
H 8.60737 -0.08067 -0.46461  0.168
H -8.08084 1.38890 0.63724  0.221
H 6.65084 -2.17246 -1.78902  0.200
H -7.18323 -0.70611 1.39224  0.236
H -8.49162 -0.67469 -0.67234  0.217
H -1.10317 -3.49173 0.58548  0.229
H 6.52845 -1.41758 -3.37956  0.217
H -7.31818 2.14271 -0.77250  0.231
H -3.45966 -3.41585 -0.10587  0.226
H -5.43650 -2.55303 0.62266  0.215
H -5.57086 0.45778 -0.62802  0.467
H 6.44874 0.83752 -2.33260  0.200
H 5.10344 -0.17217 -1.81361  0.189
H 5.24711 -1.35261 0.09204  0.203
H 3.63350 -1.99589 1.70966  0.227
H -6.63169 -2.03045 -0.58092  0.208
H 7.38510 2.72356 -0.44157  0.215
H -5.47443 -0.49217 1.79734  0.236
H 8.25691 1.97746 -1.78523  0.203
H -4.29716 3.58577 0.55132  0.261
H -7.50949 -0.05089 -2.01019  0.225
H -9.04029 0.70634 -1.59954  0.254
H 6.80911 -1.42791 0.93340  0.186
H 5.20465 -0.78640 2.60180  0.173
H 7.98607 0.72313 0.98186  0.190
H -4.66517 2.68622 -0.90601  0.220

Summary:
**E_tot**: -1308.61415 hartree
**SMILES**: CCN(CC)CCOc1ccc2c(c1)C(=O)c1cc(OCC[NH+](CC)CC)ccc1-2
**Net charge**: +1
**Kohn-Sham gap**: 0.2498 hartree

***

[2]
C5H3N3O4 | ωB97M-V/def2-TZVPD

Last column: natural (NBO) charge in e.
Positions of all 15 atoms, in Å:
O 3.52638 0.70169 0.40134  -0.299
O 1.83797 2.00751 0.55453  -0.374
O -2.16228 -0.26068 0.27189  -0.528
O 1.83053 -1.47249 1.97375  -0.487
N 2.36504 0.94590 0.25156  0.550
N -0.26947 -0.74223 1.30000  -0.649
N 2.44820 -1.75635 -1.96619  -0.216
C 1.39448 -0.19492 -0.20548  -0.163
C 1.97047 -1.07730 -1.18276  0.240
C 1.08035 -0.95065 1.22025  0.723
C -0.96120 -0.19800 0.25168  0.701
C 0.08801 0.40563 -0.72756  -0.520
H -0.66064 -0.99040 2.20600  0.439
H -0.07114 1.52430 -0.40090  0.312
H -0.27312 0.13832 -1.67458  0.269

Summary:
**E_tot**: -657.45744 hartree
**SMILES**: N#C[C@@]1([N+](=O)[O-])CC(=O)NC1=O
**Net charge**: 0
**Kohn-Sham gap**: 0.3810 hartree

***

[3]
C22H61N11O10 | ωB97M-V/def2-TZVPD

Last column: Löwdin charge in e.
Positions of all 104 atoms, in Å:
O 3.88810 -1.94252 -1.21186  -0.266
O -0.70990 -3.05952 1.45914  0.034
O 1.06710 0.02748 4.39814  0.050
O 0.91610 3.73548 -1.69686  -0.175
O -4.11590 5.92348 -0.65186  -0.104
O -3.70590 -4.85852 0.84314  -0.249
O 3.14310 -1.05852 1.56014  0.043
O 1.03910 3.12248 2.00914  -0.207
O 0.71710 -3.64252 -1.97586  -0.198
O -2.29890 -0.20352 0.56614  0.061
N -0.62490 0.90248 1.50614  0.111
N 0.94610 -1.10752 2.09014  0.140
N -2.29790 -3.07752 -0.22886  0.031
N 1.59910 -1.44452 0.02814  0.112
N 2.40610 0.37048 -1.83186  -0.066
N -2.11590 2.04048 0.54914  0.142
N -0.82990 -2.12952 -0.52286  0.049
N -1.59190 -5.26652 -1.44886  -0.119
N -0.81290 4.59848 0.44614  -0.055
N 0.24410 1.35748 5.97014  0.180
N -0.71790 1.18648 4.07314  0.201
C 1.41010 4.35048 1.40014  -0.182
C 0.20910 5.27148 1.24514  -0.167
C -4.68290 -4.84452 1.61514  -0.213
C 1.95610 -1.21252 1.28714  -0.693
C -5.01190 5.56048 -1.37486  -0.327
C 1.91410 2.81548 -1.92986  -0.221
C 1.52210 1.40748 -1.48386  -0.212
C -1.74690 0.83148 0.87114  -0.785
C -2.37790 -6.13052 -0.56786  -0.185
C 4.74210 -3.02252 -1.67386  -0.062
C -0.22190 -5.80452 -1.45486  -0.170
C -1.02790 -3.11552 0.27414  -0.705
C 4.59210 -0.69352 -1.35686  -0.172
C 2.12310 2.35248 2.32714  -0.142
C 1.53910 -2.85952 -2.89686  -0.036
C 3.74510 0.60148 -1.09186  -0.101
C 1.00410 4.71348 -2.46986  -0.239
C -3.02890 4.97548 -0.65886  -0.133
C 0.26410 0.80548 4.82414  -0.790
C 0.64710 -4.97552 -2.44086  -0.207
C -3.83490 -5.67852 -0.22686  -0.198
C -1.98790 5.48048 0.33714  -0.172
H 0.36810 -1.96052 2.08914  0.094
H -2.41890 5.11048 -1.55586  0.124
H 4.31810 1.51148 -1.45586  0.128
H -3.31290 3.89548 -0.70286  0.113
H 0.19610 -5.68552 -0.40786  0.151
H -0.35390 -6.84952 -1.76286  0.115
H -5.46490 4.52948 -1.21886  0.119
H 0.11710 -1.65452 -0.11186  0.073
H -0.62290 4.31248 -0.44686  0.040
H -0.24490 5.53048 2.17514  0.113
H 1.38710 1.56448 -0.37286  0.132
H -4.86790 5.65048 -2.42586  0.078
H 5.74010 -2.98252 -1.12186  0.118
H 1.97210 5.17348 -2.61386  0.102
H 0.44510 4.68448 -3.44186  0.121
H -4.75590 -5.88152 2.04914  0.109
H -4.54690 -4.14052 2.45114  0.120
H 0.00410 0.06048 1.64114  0.061
H -1.70390 6.48848 0.04714  0.122
H 2.24610 4.83448 1.95514  0.136
H 2.88510 3.13548 -1.46686  0.134
H 1.89810 1.24348 2.44214  0.090
H -5.83990 6.31348 -1.24786  0.117
H 4.35710 -3.98952 -1.44886  0.076
H -1.35490 1.93348 4.22214  0.114
H 4.79310 -2.92252 -2.74686  0.078
H 2.14110 2.76448 -2.93786  0.103
H -1.39490 2.83848 0.52714  0.087
H -4.48690 -6.57052 0.03914  0.137
H 2.44110 -3.42552 -3.29086  0.103
H 0.49310 6.27348 0.87914  0.125
H 4.99010 -0.66052 -2.33786  0.102
H -2.34190 5.68848 1.23914  0.074
H -2.90990 2.11648 -0.16986  0.124
H 1.59510 -5.53652 -2.57386  0.127
H -1.86690 -6.22852 0.33714  0.109
H 0.50910 5.52548 -1.91386  0.098
H 0.23310 -4.99352 -3.42186  0.106
H -1.92190 -5.46252 -2.46786  0.175
H -2.42790 -7.13952 -0.96786  0.111
H -4.31290 -5.19552 -1.18386  0.168
H 2.98510 2.39248 1.58914  0.100
H 0.99210 1.18948 6.59414  0.104
H 2.44810 0.47148 -2.81686  0.119
H 2.44010 -1.95252 -0.36786  0.106
H -0.51590 1.98948 6.35414  0.157
H 2.69110 2.61348 3.23714  0.102
H -5.58990 -4.65852 1.05914  0.097
H 1.88610 -0.66752 -0.62586  0.070
H 3.48010 0.76748 -0.02686  0.099
H -0.76990 0.82448 3.14714  0.036
H 1.84910 4.16348 0.38614  0.116
H 1.91110 -2.00852 -2.49186  0.017
H 5.38710 -0.65552 -0.60886  0.126
H -0.08890 1.78248 1.72414  0.090
H 0.55210 1.31548 -1.89586  0.129
H -2.96290 -3.44852 0.59914  0.125
H 1.01410 -2.70552 -3.80886  0.085
H -0.29990 -2.81652 -1.12186  0.079
H -2.32090 -4.08352 -0.72586  0.055
H 1.04210 -0.71552 3.03714  0.052

Summary:
**E_tot**: -2228.92797 hartree
**Net charge**: 0
**Kohn-Sham gap**: 0.1806 hartree

***

[4]
C32H57GaN13O | ωB97M-V/def2-TZVPD

Last column: Löwdin charge in e.
Positions of all 104 atoms, in Å:
Ga 1.44255 -2.85796 0.54925  0.302
O 1.95279 -2.19736 2.24937  -0.375
N -6.01571 10.29759 0.17824  0.111
N -1.52707 -7.02362 -5.16680  0.136
N 0.57483 4.40002 -1.28666  0.188
N 2.11661 7.44684 -6.13339  0.115
N 2.72940 -4.62690 -2.25648  0.117
N -7.13219 10.87359 -4.11285  0.142
N 3.90386 -8.27401 7.98673  0.131
N -1.16106 -1.61093 -4.64181  0.135
N 1.12053 0.00224 0.11753  -0.154
N -2.49532 8.36112 -3.18388  0.132
N 1.90297 1.36442 -4.35694  0.151
N -1.42269 0.13344 2.41002  0.165
N -1.31034 -4.93584 4.25097  0.145
C -0.82233 0.75616 3.16198  -0.249
C 0.54553 -4.73683 -3.67554  -0.091
C 4.12680 -3.59724 3.18031  -0.087
C -1.85858 -2.39323 4.21658  -0.078
C 0.87417 3.74582 -0.39289  -0.208
C 1.25394 2.91373 0.74471  -0.127
C -1.39484 -0.51863 -4.38330  -0.274
C 2.74219 -4.85187 4.91030  -0.379
C -7.77846 8.34793 -4.15455  -0.067
C 1.56228 -3.07570 3.31247  -0.328
C 1.60368 -4.40818 5.89167  -0.100
C -2.34048 6.16563 -1.78370  -0.073
C 1.25887 6.47522 -3.86914  -0.088
C -0.04404 1.55955 4.10257  -0.052
C -1.54594 -3.81504 4.25621  -0.287
C -5.43583 10.56272 -0.77652  -0.289
C -2.44270 -6.35129 -5.00705  -0.277
C -1.68875 0.86994 -4.04351  -0.080
C 1.45445 -1.19987 -0.73182  -0.316
C 1.73884 7.01969 -5.13761  -0.281
C 1.77702 -4.68732 -2.89395  -0.281
C 2.75842 -6.42614 4.86398  -0.099
C 1.12696 1.18691 -0.78265  -0.223
C -2.42726 7.39472 -2.56780  -0.276
C 2.69582 -4.15739 3.48930  -0.311
C -4.69714 10.89944 -1.99064  -0.102
C 3.25039 -10.05481 6.19827  -0.073
C 3.61678 -9.05900 7.20098  -0.295
C 4.40808 1.45586 -3.63970  -0.067
C -3.60778 -5.49427 -4.80540  -0.070
C -7.41686 9.76268 -4.13262  -0.265
C 3.00537 1.40503 -4.04086  -0.278
H 0.74997 -1.32762 -1.59428  0.036
H -8.79025 8.19100 -3.77986  0.082
H 3.71948 -4.55728 5.37777  0.119
H -2.63216 0.95563 -3.50288  0.078
H -1.47074 5.57061 -2.06619  0.034
H 2.49599 -4.96513 2.73723  0.128
H 1.68278 -3.29714 6.00809  0.065
H -4.58717 10.03445 -2.64420  0.044
H -1.10471 -1.80833 4.74462  0.070
H 0.56844 0.93446 4.75346  0.088
H 1.43633 -2.40424 4.19934  0.094
H 2.56748 -3.89012 0.02414  -0.083
H 3.68678 -6.83770 4.40570  0.075
H -1.76365 1.49013 -4.93719  0.080
H 4.12030 -10.38458 5.62959  0.082
H -7.73589 7.94281 -5.16593  0.082
H 1.77324 -4.81557 6.92230  0.074
H 1.32576 2.14462 -0.23581  -0.126
H 1.82600 -6.84767 4.41062  0.083
H 2.52699 -9.65298 5.48760  0.079
H 0.62775 2.24196 3.58326  0.059
H -3.70883 -4.76607 -5.61052  0.081
H -3.53456 -4.93960 -3.86934  0.085
H 4.84770 -4.42023 3.44319  0.072
H 0.17753 6.57712 -3.77605  0.055
H 0.62155 -3.61180 3.03319  0.059
H 0.97263 1.86966 0.59013  0.036
H 0.16595 1.22098 -1.36672  0.103
H 4.36885 -2.72452 3.83445  0.082
H -0.03031 -5.63827 -3.46736  0.050
H 0.77209 3.24972 1.66266  0.084
H -2.25670 6.37766 -0.71756  0.086
H 2.33075 2.93736 0.91463  0.142
H -0.09463 -3.88142 -3.45424  0.050
H 4.95510 0.58349 -3.99810  0.085
H -0.68831 2.16263 4.74341  0.082
H 4.27956 -3.37384 2.10088  0.060
H 0.02965 -3.62006 0.52166  -0.085
H 0.74958 -4.72122 -4.74651  0.076
H 4.50879 1.48275 -2.55389  0.080
H 0.17167 -0.09692 0.47500  0.052
H 1.95187 1.06044 -1.52921  0.077
H -5.20258 11.67670 -2.56316  0.057
H 2.51450 -1.04473 -1.05743  0.043
H -0.90714 1.29596 -3.41288  0.046
H -4.52875 -6.07733 -4.77119  0.077
H 2.74533 -6.77450 5.92949  0.041
H -2.82475 -2.17332 4.67369  0.080
H -3.22291 5.54015 -1.92328  0.083
H -1.89218 -2.02988 3.19074  0.051
H 2.80459 -10.93727 6.65862  0.077
H -3.69437 11.26165 -1.76126  0.079
H 0.61301 -4.73129 5.49173  0.040
H 1.70881 6.98789 -3.01881  0.081
H 4.90366 2.34184 -4.03847  0.079
H 1.49605 5.41582 -3.77306  0.063
H -7.10367 7.75628 -3.53512  0.081

Summary:
**E_tot**: -3965.02720 hartree
**Net charge**: -1
**Kohn-Sham gap**: 0.2155 hartree

***

[5]
C12H25N2O3P2Ti | ωB97M-V/def2-TZVPD

Last column: natural (NBO) charge in e.
Positions of all 45 atoms, in Å:
Ti 0.00000 0.00000 0.90740  1.270
P -2.01280 -0.82430 0.18380  0.879
P 1.92600 1.18970 1.13660  0.940
O -0.55670 -3.69260 -2.05080  -0.976
O 0.00000 0.00000 5.49400  -0.492
O 0.61080 -3.72980 0.41350  -0.977
N -0.02200 0.91210 -1.05130  -0.562
N 0.00000 0.00000 2.90740  -0.879
C -0.84400 0.41120 -2.02080  0.275
C 1.63040 2.49580 -0.17420  -0.738
C -1.72260 -0.75770 -1.65490  -0.772
C 2.29260 2.15010 2.65960  -0.919
C 0.82870 1.94200 -1.33030  0.257
C 0.06400 1.98620 -3.62440  -0.104
C 0.00000 0.00000 4.22310  0.882
C -0.82300 0.94930 -3.31670  -0.238
C -3.51380 0.20530 0.47100  -0.910
C 0.90210 2.48470 -2.61930  -0.239
C -2.58240 -2.53410 0.52570  -0.920
C 3.54800 0.43860 0.68860  -0.924
H 0.32440 -3.90400 1.32870  0.483
H -3.29000 1.23790 0.15810  0.257
H -2.84930 -2.58970 1.59460  0.256
H 0.10040 2.40410 -4.63550  0.246
H -1.19180 -1.71730 -1.87270  0.331
H -1.73690 -3.21140 0.33540  0.269
H 1.00700 3.25390 0.34010  0.275
H 0.85560 -1.30350 0.22270  -0.484
H 1.59910 3.30320 -2.82150  0.244
H -3.73220 0.21350 1.55200  0.261
H 1.39460 2.73120 2.92330  0.263
H -2.65290 -0.75730 -2.25060  0.265
H 3.16480 2.81640 2.54050  0.254
H -4.38910 -0.17970 -0.08170  0.250
H 4.36400 1.18250 0.66220  0.252
H -0.78290 1.29480 1.62970  -0.276
H 0.25790 -3.56840 -2.56970  0.473
H -3.44880 -2.81510 -0.09640  0.263
H 0.71230 -2.73050 0.40320  0.478
H 3.44120 -0.04580 -0.29570  0.257
H -0.20020 -3.85850 -1.13640  0.501
H 3.78400 -0.34280 1.43050  0.262
H -1.49130 0.53620 -4.07760  0.245
H 2.55110 2.99520 -0.52320  0.261
H 2.48370 1.42870 3.47190  0.261

Summary:
**E_tot**: -2339.37192 hartree
**Net charge**: +1
**Kohn-Sham gap**: 0.2589 hartree

***

[6]
C8H9NS | ωB97M-V/def2-TZVPD

Last column: natural (NBO) charge in e.
Positions of all 19 atoms, in Å:
S 2.07675 -0.23161 1.01680  0.492
N -1.10941 1.18211 -0.10726  -0.523
C 3.71910 1.11848 -0.39728  -0.266
C -2.54831 -0.15152 2.00105  -0.372
C -2.11702 -0.72295 0.90116  -0.188
C -0.68203 2.22296 0.06558  0.280
C 3.37806 0.03372 -1.17417  -0.254
C -1.64115 -0.07341 -0.40403  -0.282
C 2.50586 -0.81398 -0.52406  -0.460
C 3.07711 1.08997 0.79219  -0.433
H 4.18433 2.07072 -0.77090  0.230
H -0.76153 -0.72203 -0.79535  0.236
H 3.15080 1.75931 1.65557  0.238
H 2.07796 -1.65502 -1.02193  0.231
H -3.00556 -0.77605 2.78404  0.194
H 3.88373 -0.06472 -2.10439  0.224
H -2.53151 0.06620 -1.07082  0.242
H -2.73386 0.77406 2.36522  0.205
H -2.33217 -1.79121 0.83169  0.205

Summary:
**E_tot**: -763.05827 hartree
**Net charge**: 0
**Kohn-Sham gap**: 0.3506 hartree